1.
Below is an isolated molecule of C17H19Cl2IN2S at a distorted geometry, with properties calculated with ωB97M-V with the def2-TZVPD basis set.

Computed properties:
* LUMO level: -0.82 eV
* energy relative to the best compared isomer or geometry (same formula, charge and spin): 286.2 kJ/mol
* maximum force: 3.73 eV/A

Geometry as ORCA input:
```
! wB97M-V def2-TZVPD RIJCOSX def2/J DEFGRID3
* xyz 0 1
C 3.16255 -0.83995 3.06232
C 1.68993 -1.21676 2.56996
C 0.88428 0.12592 2.19163
I -0.99527 0.19316 3.33534
C 0.58342 0.00906 0.64094
C -0.50131 -0.95570 0.24265
C -0.78867 -1.11599 -1.17850
C -1.95622 -2.12767 -1.53002
C -3.32807 -1.35045 -1.24167
C -3.77706 -1.43430 0.27216
S -5.61226 -1.09112 0.36851
C -0.02660 -0.36649 -2.24757
N -0.36858 -0.63612 -3.56605
C 0.39818 0.08870 -4.42119
C 1.44257 1.06412 -4.00698
N 1.79156 1.32840 -2.72179
C 1.01688 0.58814 -1.83912
C 1.30533 0.75948 -0.36760
C 2.39412 1.75689 0.14381
Cl 4.11132 1.34983 -0.15296
C 1.99560 2.90457 0.77032
C 0.52491 3.33320 1.02132
Cl 3.33295 4.00896 1.31080
H 3.39785 -1.54379 3.91451
H 3.86754 -1.06840 2.21319
H 3.24448 0.23111 3.39657
H 1.82134 -1.83607 1.63475
H 1.11109 -1.83897 3.29746
H 1.46366 1.05126 2.41967
H -1.08058 -1.55515 0.99191
H -1.88782 -2.51423 -2.57687
H -1.83863 -2.97315 -0.78798
H -4.14126 -1.61567 -1.97104
H -3.09160 -0.25966 -1.43410
H -3.51894 -2.40104 0.77647
H -3.26700 -0.58817 0.81911
H -5.98223 -1.38057 1.66697
H 0.22853 -0.06092 -5.51998
H 1.98504 1.61908 -4.81810
H 0.27707 4.34140 0.57807
H -0.23067 2.61389 0.60638
H 0.36252 3.40319 2.13673
*
```

2.
Below is an isolated molecule of C29H37N5O5S2 at a distorted geometry, with properties calculated with ωB97M-V with the def2-TZVPD basis set.

Computed properties:
* LUMO level: 0.12 eV
* energy relative to the best compared isomer or geometry (same formula, charge and spin): 5.7 kJ/mol
* maximum force: 1.11 eV/A

Geometry as ORCA input:
```
! wB97M-V def2-TZVPD RIJCOSX def2/J DEFGRID3
* xyz 0 1
C 5.37231 3.59953 -2.19098
O 5.09822 2.23635 -2.43127
C 4.10379 1.99642 -3.39031
C 2.68509 2.40343 -2.94306
N 2.35601 1.85806 -1.65309
C 2.38254 2.60503 -0.53992
O 2.51675 3.83224 -0.56023
C 2.18150 1.88019 0.72966
C 2.09190 2.57824 1.91208
N 2.23766 3.89293 2.04251
C 1.74496 1.75479 3.11889
C 0.29287 2.17420 3.44845
O 0.09187 3.20950 4.04319
N -0.62526 1.34928 2.91561
C -2.00708 1.50992 2.78966
C -2.73313 2.49926 3.44221
C -4.09908 2.58612 3.24081
C -4.77244 1.72145 2.38202
C -6.24588 1.80604 2.16897
C -4.01982 0.75358 1.72473
S -4.82041 -0.37479 0.57433
O -5.53327 0.39925 -0.40619
O -5.55781 -1.34787 1.32776
N -3.50442 -1.13913 -0.13192
C -3.64164 -2.55566 -0.40069
C -2.25657 -3.15388 -0.63082
C -1.56601 -2.44027 -1.79067
C -1.51795 -0.93865 -1.51873
C -2.92445 -0.41040 -1.24078
C -2.66575 0.62846 1.93584
S 1.94181 0.02671 2.62673
C 2.06527 0.45709 0.84915
N 2.07957 -0.35582 -0.11493
C 1.92164 -1.72609 -0.13775
C 1.18033 -2.44636 0.79864
C 1.00613 -3.80886 0.66342
C 1.56338 -4.49408 -0.40711
C 1.39203 -5.97518 -0.54509
C 2.29910 -3.77215 -1.33954
C 2.48422 -2.40584 -1.23221
C 3.26964 -1.65663 -2.26506
H 4.54758 4.09731 -1.67225
H 6.25726 3.62114 -1.55799
H 5.58232 4.12767 -3.12882
H 4.13917 0.91808 -3.56569
H 4.33523 2.51904 -4.33182
H 1.96770 2.05028 -3.68976
H 2.60994 3.49042 -2.86172
H 2.32935 0.84935 -1.51756
H 1.92341 4.35109 2.88321
H 2.34982 4.38941 1.15416
H 2.38406 1.98027 3.97391
H -0.25131 0.51814 2.46222
H -2.22726 3.18796 4.09904
H -4.65831 3.34795 3.76294
H -6.69341 2.55493 2.81729
H -6.70017 0.83545 2.36192
H -6.45676 2.05111 1.12927
H -4.13508 -2.99740 0.46512
H -4.27277 -2.72340 -1.28639
H -2.35142 -4.21932 -0.84251
H -1.65796 -3.03484 0.27273
H -0.55390 -2.82822 -1.91729
H -2.12227 -2.62403 -2.71254
H -1.09557 -0.40803 -2.37292
H -0.87802 -0.75007 -0.65514
H -2.90451 0.64624 -0.96708
H -3.55083 -0.51552 -2.13807
H -2.12648 -0.15567 1.42850
H 0.72093 -1.93784 1.63208
H 0.42831 -4.34693 1.40101
H 1.42399 -6.27454 -1.59022
H 2.19646 -6.49338 -0.02169
H 0.44778 -6.29759 -0.11231
H 2.73838 -4.29379 -2.17891
H 3.98047 -0.98123 -1.79294
H 2.59532 -1.06476 -2.88548
H 3.81094 -2.34570 -2.90861
*
```

3.
Below is a structure of composition C27H48F2KNO31S2 at a distorted geometry, with properties calculated with ωB97M-V with the def2-TZVPD basis set.

Computed properties:
* LUMO level: -1.85 eV
* maximum force: 9.89 eV/A

Geometry as ORCA input:
```
! wB97M-V def2-TZVPD RIJCOSX def2/J DEFGRID3
* xyz 0 1
K -1.40795 -4.81030 0.13352
N -1.11273 -2.29114 1.00100
S -1.49323 -1.04715 0.29362
O -1.36020 -1.22713 -1.12674
O -1.42169 0.24702 0.95592
F -3.10304 -1.29481 0.37353
S 0.50856 -1.86594 1.22655
O 0.79268 -1.62092 2.62037
O 1.21369 -1.09360 0.16501
F 1.07964 -3.31941 1.03858
C 1.33480 -1.73850 -3.26565
C 1.89622 -1.96199 -4.71148
O 2.23510 -0.71034 -5.20751
C 1.86183 0.28944 -4.34717
O 2.05349 1.51385 -4.54727
O 1.31910 -0.31193 -3.21689
H 1.87672 -2.15000 -2.41413
H 0.30958 -2.10869 -3.26649
H 1.11597 -2.48913 -5.26052
H 2.72223 -2.67315 -4.70502
C 0.13775 3.45883 -2.29007
C -0.86411 2.35792 -2.41894
O -1.26744 2.57061 -3.77081
C -0.77999 3.68186 -4.30311
O -0.97176 3.97553 -5.47319
O -0.16788 4.37227 -3.34558
H 1.15635 3.07094 -2.28144
H -0.00111 4.02168 -1.36703
H -1.67933 2.68234 -1.77221
H -0.55808 1.37094 -2.07209
C -3.08219 2.77066 1.48231
C -3.39098 3.87062 0.47017
O -4.12359 4.85741 1.18991
C -4.30139 4.47563 2.44719
O -4.96012 5.06595 3.23080
O -3.60815 3.33050 2.69933
H -2.00072 2.74700 1.61636
H -3.60076 1.82229 1.34166
H -4.05636 3.42813 -0.27115
H -2.55157 4.30939 -0.06927
C 5.33501 0.36052 7.20210
O 5.02610 -0.57197 6.18648
C 3.90011 -1.32264 6.27879
O 2.99067 -1.10195 7.10220
O 3.96428 -2.28395 5.32641
C 2.97639 -3.31158 5.12137
H 5.42419 0.18889 8.27479
H 4.74553 1.27257 7.10844
H 6.27935 0.78132 6.85678
H 2.12335 -2.77115 4.71107
H 2.75011 -3.73860 6.09839
H 3.32766 -4.02179 4.37283
C 4.17711 -3.43812 -1.07268
O 4.42632 -2.68634 0.15030
C 4.26105 -1.32296 0.21218
O 4.43305 -0.77005 1.29244
O 3.98117 -0.77040 -0.98571
C 3.94478 0.62462 -1.14953
H 4.70071 -4.38291 -0.92662
H 4.64098 -3.00353 -1.95815
H 3.09953 -3.57386 -1.16489
H 4.68350 1.21869 -0.61150
H 3.02817 1.09341 -0.79152
H 3.99399 0.90669 -2.20124
C -5.44859 -0.95084 -1.80387
O -5.46232 0.22359 -2.57755
C -4.64440 1.21944 -2.18038
O -4.01334 1.34667 -1.09841
O -4.66546 2.11788 -3.19320
C -4.34640 3.42443 -3.03059
H -4.51956 -1.50399 -1.94180
H -6.29280 -1.54067 -2.16094
H -5.41781 -0.64649 -0.75766
H -5.23050 3.90989 -2.61732
H -3.95870 3.77726 -3.98625
H -3.57272 3.59360 -2.28164
C 3.49461 4.94102 0.36495
O 3.03781 4.09850 1.45685
C 2.21634 3.07858 1.27351
O 1.63957 2.70956 0.28519
O 1.87417 2.69682 2.49816
C 0.88998 1.69600 2.64655
H 4.51804 4.83396 0.00547
H 3.28034 5.96611 0.66723
H 2.86123 4.68787 -0.48525
H 1.27620 0.68757 2.49821
H 0.02087 1.76289 1.99212
H 0.36204 1.67692 3.59997
C -1.27066 -5.59659 6.84693
O -0.77403 -4.26308 6.97387
C -0.70393 -3.48841 5.85447
O -1.01081 -3.78109 4.70411
O -0.04199 -2.35095 6.28166
C -0.20631 -1.18192 5.48085
H -2.29781 -5.68628 6.49334
H -1.10501 -6.11302 7.79242
H -0.67011 -6.08077 6.07686
H -0.99281 -1.17919 4.72619
H 0.75591 -0.99150 5.00547
H -0.28122 -0.26592 6.06688
C -2.57415 -1.14223 -4.16164
O -2.45562 -0.68334 -5.46481
C -2.30211 -1.58620 -6.43577
O -2.37442 -2.82477 -6.40182
O -2.08328 -0.91454 -7.49417
C -1.97542 -1.53984 -8.80251
H -2.64759 -0.29788 -3.47623
H -1.75393 -1.84748 -4.02759
H -3.46739 -1.73893 -3.97681
H -2.88795 -1.98405 -9.20010
H -1.22877 -2.32767 -8.70292
H -1.51167 -0.89254 -9.54686
*
```

Table of electronic energy (Eh), in record order: -2384.8669, -2573.6947, -5040.7597